DFT (ωB97M-V/def2-TZVPD) results for a structure of composition C8H14N2O3S.

Each line ends with the natural charge from an NBO analysis.
Element x y z (Å)
C  1.573  -1.023  0.718  -0.13
C  0.185  -0.754  0.091  0.69
C  2.055  0.483  1.149  -0.33
C  2.628  1.125  -0.167  -0.46
C  3.238  -0.252  -0.921  -0.26
C  -2.361  -0.109  0.562  -0.18
C  -3.035  -1.360  0.061  0.77
C  -2.830  1.200  -0.371  -0.54
H  2.076  -1.877  -1.021  0.39
H  1.458  -1.430  1.858  0.23
H  1.042  0.862  1.787  0.18
H  2.705  0.355  1.820  0.18
H  3.282  1.984  0.010  0.23
H  2.030  1.603  -0.943  0.23
H  2.847  -0.294  -2.073  0.21
H  4.426  -0.533  -0.753  0.22
H  -0.767  0.414  1.685  0.41
H  -2.914  -0.218  1.507  0.26
H  -2.994  0.719  -1.630  0.26
H  -3.981  1.608  0.172  0.26
H  -2.665  3.528  -0.948  0.17
H  -1.550  -1.886  -1.152  0.50
N  2.615  -1.556  -0.202  -0.61
N  -0.945  -0.243  0.739  -0.65
O  0.028  -1.179  -1.069  -0.67
O  -4.191  -1.583  0.278  -0.55
O  -2.392  -2.296  -0.811  -0.71
S  -1.563  2.711  -0.375  -0.09

Properties
max |F|: 9.4 eV/A
energy relative to the best compared isomer or geometry (same formula, charge and spin): 649.8 kJ/mol
Kohn-Sham gap: 9.839 eV
M: 218.28 g/mol
energy: -1046.435029 hartree